A 2-piece molecular cluster, C9H14N3O3 overall, computed with ωB97M-V/def2-TZVPD.

* HOMO level: -13.18 eV
* HOMO-LUMO gap: 10.942 eV
* ΔE to the lowest compared entry with this formula, charge and spin: 53.7 kJ/mol
* net charge: +1
* LUMO level: -2.2 eV

Each atom is followed by the atoms it is bonded to, with distances in Å.
Positions of all 29 atoms, in Å:
1 C -2.813 0.724 2.049  C2 1.358, N10 1.358, H16 1.061
2 C -2.561 1.309 3.249  C1 1.358, O13 1.356, H17 1.021
3 C -0.695 0.846 2.388  N10 1.311, O13 1.273, H27 1.095
4 C -1.744 -1.382 -1.359  C6 1.515, N11 1.502, H18 1.041, H19 1.064
5 C 2.083 1.570 -0.878  C7 1.574, N12 1.426, H20 1.121, H21 1.108
6 C -1.000 -2.207 -2.389  C4 1.515, O15 1.503, H22 1.097, H23 0.980
7 C 2.611 1.030 0.504  C5 1.574, O14 1.408, H24 1.084, H25 1.162
8 C 1.884 -0.717 -0.777  C9 1.477, N12 1.421, O14 1.414, H26 1.079
9 C 0.496 -1.161 -1.017  C8 1.477, N11 1.290, O15 1.283
10 N -1.595 0.387 1.552  C1 1.358, C3 1.311
11 N -0.634 -0.655 -0.654  C4 1.502, C9 1.290, H28 1.197
12 N 1.943 0.389 -1.666  C5 1.426, C8 1.421, H29 1.016
13 O -1.217 1.383 3.418  C2 1.356, C3 1.273
14 O 2.106 -0.283 0.550  C7 1.408, C8 1.414
15 O 0.416 -2.092 -1.895  C6 1.503, C9 1.283
16 H -3.783 0.499 1.682  C1 1.061
17 H -3.099 1.538 4.087  C2 1.021
18 H -2.454 -0.722 -1.741  C4 1.041
19 H -2.130 -1.911 -0.521  C4 1.064
20 H 1.057 2.000 -0.742  C5 1.121
21 H 2.817 2.311 -1.255  C5 1.108
22 H -1.234 -3.275 -2.462  C6 1.097
23 H -1.041 -1.784 -3.273  C6 0.980
24 H 3.694 0.980 0.495  C7 1.084
25 H 2.135 1.625 1.381  C7 1.162
26 H 2.599 -1.514 -0.911  C8 1.079
27 H 0.339 0.518 2.244  C3 1.095
28 H -0.885 0.071 0.265  N11 1.197
29 H 2.706 0.523 -2.323  N12 1.016

Atom charges from the Mulliken analysis, given in e for atoms 1 to 2: C -0.32; C -0.33

---

An isolated ion of composition C9H14N4 and charge +2, computed with ωB97M-V/def2-TZVPD.

* HOMO level: -16.72 eV
* HOMO-LUMO gap: 7.085 eV
* SMILES: C=C=C=C/C(NC/N=C\C=[NH2+])=[NH+]/C
* ΔE to the lowest compared entry with this formula, charge and spin: 430.7 kJ/mol
* net charge: +2
* LUMO level: -9.6 eV

Each atom is followed by the atoms it is bonded to, with distances in Å.
Positions of all 27 atoms, in Å:
1 C -4.271 -0.409 0.816  C2 1.315, H14 1.180, H15 1.118
2 C -2.964 -0.392 0.672  C1 1.315, C3 1.254
3 C -1.742 -0.112 0.634  C2 1.254, C4 1.355
4 C -0.397 -0.266 0.699  C3 1.355, C5 1.468, H16 1.105
5 C 0.403 0.862 0.204  C4 1.468, N6 1.347, N12 1.335
6 N 1.745 0.759 0.252  C5 1.347, C7 1.479, H17 0.976
7 C 2.576 -0.236 0.964  N6 1.479, N8 1.363, H18 1.083, H19 1.059
8 N 2.295 -1.565 0.850  C7 1.363, C9 1.270
9 C 1.409 -2.192 0.191  N8 1.270, C10 1.444, H20 1.150
10 C 0.704 -1.713 -0.975  C9 1.444, N11 1.395, H21 1.093
11 N -0.245 -2.366 -1.762  C10 1.395, H22 0.998, H23 1.000
12 N -0.230 1.965 -0.202  C5 1.335, C13 1.477, H24 1.044
13 C 0.381 3.211 -0.706  N12 1.477, H25 1.074, H26 1.113, H27 1.084
14 H -4.497 -1.249 1.614  C1 1.180
15 H -4.893 0.147 0.073  C1 1.118
16 H 0.057 -0.941 1.446  C4 1.105
17 H 2.252 1.531 -0.063  N6 0.976
18 H 2.435 0.104 1.983  C7 1.083
19 H 3.611 -0.106 0.788  C7 1.059
20 H 1.459 -3.305 0.473  C9 1.150
21 H 1.169 -0.928 -1.576  C10 1.093
22 H -0.742 -3.100 -1.304  N11 0.998
23 H -0.628 -1.882 -2.549  N11 1.000
24 H -1.264 1.840 -0.275  N12 1.044
25 H 1.389 2.996 -1.010  C13 1.074
26 H 0.404 3.901 0.166  C13 1.113
27 H -0.417 3.447 -1.401  C13 1.084

Atom charges from the Mulliken analysis, given in e for atoms 1 to 2: C -0.78; C -0.13

---

An isolated ion of composition C9H14N5 and charge +1, computed with ωB97M-V/def2-TZVPD.

* HOMO level (spin up / spin down): -10.68 / -10.68 eV
* HOMO-LUMO gap (spin up / spin down): 6.103 / 6.105 eV
* ΔE to the lowest compared entry with this formula, charge and spin: 651.0 kJ/mol
* net charge: +1
* LUMO level (spin up / spin down): -4.6 / -4.6 eV

Each atom is followed by the atoms it is bonded to, with distances in Å.
Positions of all 28 atoms, in Å:
1 C -1.172 -1.093 -1.653  C3 1.419, N10 1.347, H15 1.099
2 C 0.184 -2.360 -0.414  C3 1.412, N12 1.349, H16 1.123
3 C -0.111 -1.013 -0.714  C1 1.419, C2 1.412, C4 1.417
4 C 0.226 0.118 0.071  C3 1.417, N13 1.310
5 C -0.755 1.893 3.391  N11 1.202, N14 1.249
6 C 1.099 2.160 1.699  C7 1.539, N11 1.432, H17 1.018, H18 1.041
7 C 0.765 2.441 0.224  C6 1.539, N13 1.476, H19 1.199, H20 1.076
8 C -0.514 -4.554 -1.122  N12 1.419, H21 1.048, H22 1.014, H23 1.095
9 C 0.707 1.450 -1.950  N13 1.412, H24 1.083, H25 1.109, H26 1.035
10 N -1.512 -2.376 -1.879  C1 1.347, N12 1.374
11 N -0.009 1.684 2.472  C5 1.202, C6 1.432
12 N -0.611 -3.139 -1.177  C2 1.349, C8 1.419, N10 1.374
13 N 0.564 1.211 -0.566  C4 1.310, C7 1.476, C9 1.412
14 N -1.776 1.617 4.056  C5 1.249, H27 1.040, H28 0.998
15 H -1.738 -0.268 -2.106  C1 1.099
16 H 1.057 -2.716 0.198  C2 1.123
17 H 1.781 1.434 1.911  C6 1.018
18 H 1.461 3.007 2.183  C6 1.041
19 H -0.145 3.217 0.134  C7 1.199
20 H 1.481 2.942 -0.405  C7 1.076
21 H 0.506 -4.696 -1.318  C8 1.048
22 H -0.818 -4.898 -0.218  C8 1.014
23 H -1.288 -4.971 -1.775  C8 1.095
24 H 1.634 1.794 -2.390  C9 1.083
25 H -0.013 2.079 -2.512  C9 1.109
26 H 0.538 0.604 -2.522  C9 1.035
27 H -2.649 1.457 3.513  N14 1.040
28 H -1.751 2.103 4.927  N14 0.998

Atom charges from the Mulliken analysis, given in e for atoms 1 to 2: C -0.36; C -0.81